# 1
Density functional theory data (ωB97M-V with the def2-TZVPD basis set) for 2 unconnected molecules or ions with the total composition C14H17BNO9S.

ORCA input file:
```
! RIJCOSX wB97M-V def2-TZVPD def2/J DEFGRID3
* xyz -1 1
C 2.541 5.413 1.871
C 1.707 4.195 2.090
C 1.580 3.657 3.363
C 0.728 2.599 3.601
C 0.005 2.060 2.564
S -1.154 0.700 2.878
N -0.096 -0.484 2.504
C -0.509 -1.670 2.651
O -0.852 -2.764 2.788
O -1.445 0.823 4.340
O -2.242 0.954 1.883
C 0.156 2.541 1.286
C 0.999 3.606 1.051
H 2.489 5.758 0.838
H 2.191 6.226 2.507
H 3.590 5.235 2.104
H 2.156 4.068 4.172
H 0.617 2.182 4.590
H -0.379 2.059 0.480
H 1.114 3.982 0.049
C -0.731 1.446 -2.727
C -0.339 0.198 -2.018
O -0.897 -0.928 -2.503
B -0.530 -2.205 -1.952
H -0.591 -2.089 -0.743
O -1.465 -3.248 -2.287
C -2.730 -3.081 -1.858
C -3.681 -4.181 -2.174
O -3.125 -2.117 -1.244
O 0.833 -2.551 -2.250
C 1.317 -3.677 -1.695
C 2.702 -4.050 -2.093
O 0.714 -4.379 -0.920
O 0.435 0.256 -1.091
H -1.579 1.247 -3.381
H -1.015 2.212 -2.009
H 0.094 1.815 -3.334
H -3.165 -4.989 -2.692
H -4.110 -4.572 -1.253
H -4.487 -3.818 -2.810
H 3.107 -3.310 -2.781
H 3.338 -4.099 -1.211
H 2.708 -5.022 -2.585
*
```

- Frontier orbital gap: 7.69 eV

---

# 2
Density functional theory data (ωB97M-V with the def2-TZVPD basis set) for a molecular structure, C14H17Br24FN4O3S2.

ORCA input file:
```
! RIJCOSX wB97M-V def2-TZVPD def2/J DEFGRID3
* xyz 0 1
N 3.201 0.119 0.738
C 4.072 1.166 0.533
C 3.861 2.720 1.007
N 2.639 3.404 0.357
C 2.479 2.980 -1.084
C 1.611 3.995 -2.029
S -0.157 4.285 -1.499
C -0.833 2.917 -0.422
N -1.872 3.435 0.589
N -2.330 2.313 1.296
C -1.566 1.107 0.732
O -0.610 1.465 -0.369
S 2.965 5.109 0.542
O 3.729 5.310 1.909
O 1.690 6.003 0.656
F 4.061 5.702 -0.669
H 2.404 0.540 1.264
H 5.054 0.903 -0.094
H 4.826 3.315 0.632
H 3.774 2.711 2.182
H 3.544 2.866 -1.611
H 1.972 1.906 -1.161
H 2.126 5.049 -2.221
H 1.561 3.486 -3.107
H -1.833 0.062 1.184
C 6.058 -2.347 0.046
Br 5.964 -2.159 1.980
Br 7.264 -1.044 -0.750
Br 6.505 -4.165 -0.485
H 5.057 -2.137 -0.345
C -4.274 4.442 3.696
Br -5.470 2.917 3.857
Br -2.894 4.142 2.358
Br -5.248 6.095 3.373
H -3.766 4.553 4.660
C 9.560 -6.641 -2.342
Br 10.674 -8.062 -3.067
Br 8.357 -7.297 -0.962
Br 10.623 -5.135 -1.720
H 8.936 -6.274 -3.163
C -7.766 2.377 0.675
Br -8.672 2.963 -0.944
Br -8.755 0.973 1.590
Br -5.925 1.856 0.325
H -7.732 3.237 1.351
C -11.901 -0.313 -0.479
Br -13.039 1.207 -0.901
Br -12.932 -1.944 -0.237
Br -10.481 -0.540 -1.789
H -11.419 -0.094 0.480
C 5.379 -6.037 3.253
Br 6.860 -6.496 4.427
Br 5.344 -7.155 1.661
Br 3.676 -6.062 4.192
H 5.544 -5.008 2.917
C -11.213 5.039 -4.191
Br -9.611 4.312 -5.021
Br -12.182 3.688 -3.182
Br -10.819 6.608 -3.109
H -11.872 5.367 -5.002
C 4.764 -10.651 -0.426
Br 3.858 -10.065 -2.044
Br 3.776 -12.055 0.489
Br 6.606 -11.173 -0.775
H 4.799 -9.791 0.251
*
```

- Frontier orbital gap: 7.11 eV

---

# 3
Density functional theory data (ωB97M-V with the def2-TZVPD basis set) for a single C14H17BrN2O3S molecule.

ORCA input file:
```
! RIJCOSX wB97M-V def2-TZVPD def2/J DEFGRID3
* xyz 0 1
C 3.003 1.082 -2.022
C 2.105 1.515 -0.912
C 1.582 0.704 0.036
C 1.778 -0.736 0.184
O 1.156 -1.389 0.998
O 2.685 -1.260 -0.650
C 2.950 -2.657 -0.533
C 4.296 -2.923 0.152
C 4.310 -2.341 1.563
C 5.445 -2.361 -0.681
C 0.606 1.282 1.047
C -0.802 1.013 0.582
C -1.690 1.890 0.037
C -2.923 1.293 -0.308
C -2.931 -0.033 -0.013
Br -4.346 -1.231 -0.309
S -1.442 -0.589 0.678
N 0.854 2.695 1.219
C 1.248 3.512 0.215
O 1.187 4.719 0.249
N 1.809 2.854 -0.875
H 2.586 0.220 -2.535
H 3.971 0.783 -1.624
H 3.151 1.890 -2.734
H 2.960 -3.049 -1.554
H 2.137 -3.122 0.033
H 4.400 -4.011 0.216
H 4.259 -1.254 1.527
H 5.226 -2.622 2.078
H 3.461 -2.704 2.137
H 6.397 -2.567 -0.198
H 5.338 -1.285 -0.788
H 5.457 -2.808 -1.672
H 0.760 0.775 2.008
H -1.485 2.935 -0.112
H -3.751 1.818 -0.746
H 0.388 3.152 1.989
H 2.185 3.464 -1.588
*
```

- Frontier orbital gap: 8.97 eV
- Structure (SMILES): CC1=C(C(=O)OCC(C)C)[C@H](c2ccc(Br)s2)NC(=O)N1

---

# 4
Density functional theory data (ωB97M-V with the def2-TZVPD basis set) for a single C14H17Cl2NO4S molecule.

ORCA input file:
```
! RIJCOSX wB97M-V def2-TZVPD def2/J DEFGRID3
* xyz 0 1
O -2.443 0.332 2.657
C -2.244 1.011 1.675
C -3.258 1.466 0.641
C -2.402 1.899 -0.548
C -1.066 2.289 0.094
N -1.041 1.517 1.317
C 0.160 1.283 2.068
C 1.007 0.155 1.429
O 2.250 0.024 2.069
C 0.205 -1.138 1.410
S 1.283 -2.582 1.131
O 2.106 -2.742 2.303
O 0.457 -3.693 0.751
C 2.386 -2.186 -0.291
C 1.641 -1.405 -1.312
C 2.144 -0.205 -1.809
C 1.402 0.559 -2.691
C 0.137 0.143 -3.080
Cl -0.803 1.125 -4.137
C -0.367 -1.066 -2.602
Cl -1.939 -1.595 -3.065
C 0.388 -1.839 -1.734
H -3.960 0.668 0.407
H -3.821 2.300 1.063
H -2.841 2.721 -1.108
H -2.255 1.060 -1.228
H -0.211 2.045 -0.542
H -1.029 3.362 0.327
H 0.762 2.195 2.113
H -0.134 0.995 3.081
H 1.234 0.459 0.398
H 2.235 -0.728 2.679
H -0.267 -1.330 2.373
H -0.554 -1.142 0.635
H 2.698 -3.164 -0.653
H 3.236 -1.644 0.113
H 3.119 0.136 -1.498
H 1.793 1.488 -3.075
H -0.007 -2.772 -1.363
*
```

- Frontier orbital gap: 9.64 eV
- Structure (SMILES): O=C1CCCN1C[C@@H](O)CS(=O)(=O)Cc1ccc(Cl)c(Cl)c1

---

Number 1: E_tot -46227.76365 eV, F_max 5.71 eV/A, highest occupied orbital energy -5.08 eV. Number 2: E_tot -1732288.47835 eV, F_max 11.78 eV/A, highest occupied orbital energy -8.66 eV. Number 3: E_tot -104795.52977 eV, F_max 0.94 eV/A, highest occupied orbital energy -8.44 eV. Number 4: E_tot -60354.62018 eV, F_max 0.93 eV/A, highest occupied orbital energy -9.40 eV.